The following is a DFT calculation (the ωB97M-V functional and the def2-TZVPD basis) of a structure of composition C13H7N3PdS6.

CARTESIAN COORDINATES (ANGSTROEM)
Pd1 0.24061 1.23245 0.67317
N1 0.89541 -2.37490 -1.77648
C1 -0.42365 -2.70648 -1.51062
C2 -1.21759 -3.78311 -1.88884
C3 -2.51742 -3.78003 -1.42298
C4 -3.00974 -2.74472 -0.61119
C5 -2.21574 -1.67962 -0.24059
C6 -0.90283 -1.67132 -0.70430
N2 0.10609 -0.74454 -0.49367
C7 1.14746 -1.19777 -1.14234
C8 2.42836 -0.49694 -1.16482
C9 3.57877 -0.85870 -1.79686
S1 4.78665 0.31083 -1.50135
C10 3.67371 1.20341 -0.55492
N3 2.49457 0.67841 -0.46144
H1 1.54468 -2.90298 -2.33139
H2 -0.84282 -4.58268 -2.51371
H3 -3.17524 -4.59632 -1.68955
H4 -4.03550 -2.78827 -0.27125
H5 -2.58014 -0.87492 0.38417
H6 3.77740 -1.72583 -2.40431
H7 3.94823 2.13310 -0.07901
S2 -1.93315 6.75581 4.81559
C11 -1.45264 5.50600 3.88207
S3 -1.58483 5.49788 2.15349
C12 -0.89775 3.91961 1.86360
C13 -0.50293 3.22044 3.00300
S4 0.18021 1.68360 2.96757
S5 -0.76537 4.04692 4.51787
S6 -0.74480 3.32067 0.29910

Output
* spin multiplicity: 3
* net charge: 0
* electronic energy: -3180.9084 Eh
* maximum force: 0.13 eV/A
* Kohn-Sham gap (spin up / spin down): 6.51 / 6.21 eV

Results of the Löwdin charge analysis, in e, for atoms 1 through 4: number 1, Pd, carries 0.261; number 2, N, carries 0.178; number 3, C, carries -0.182; number 4, C, carries -0.020



The following is a DFT calculation (the ωB97M-V functional and the def2-TZVPD basis) of a cluster of 2 separate species, C3H7N2O3P in total.

CARTESIAN COORDINATES (ANGSTROEM)
C1 1.10122 1.89090 0.02126
C2 -2.28270 -0.12246 -0.33338
C3 -1.35438 0.29176 0.81392
N1 1.25617 3.04321 0.03793
N2 0.75216 -0.19564 -0.01350
O1 3.11818 -0.05192 -0.94577
O2 2.07908 -2.20704 -0.30442
O3 -0.08186 -0.35518 1.03543
P1 2.41132 -0.65764 0.33302
H1 -1.84204 -0.08736 -1.27402
H2 -2.67363 -1.20324 -0.14269
H3 -3.28311 0.42577 -0.28272
H4 -1.85494 0.22868 1.75603
H5 -1.15467 1.27850 0.62091
H6 2.42490 0.09359 -1.64990
H7 1.38429 -2.37192 0.32791

Output
* spin multiplicity: 3
* net charge: 0
* electronic energy: -794.8749 Eh
* maximum force: 4.63 eV/A
* Kohn-Sham gap (spin up / spin down): 9.27 / 7.01 eV

Results of the Löwdin charge analysis, in e, for atoms 1 through 4: number 1, C, carries -0.222; number 2, C, carries -0.062; number 3, C, carries -0.227; number 4, N, carries 0.003



The following is a DFT calculation (the ωB97M-V functional and the def2-TZVPD basis) of a structure of composition C40H36I2O2P2PdS2.

CARTESIAN COORDINATES (ANGSTROEM)
Pd1 -0.13876 -0.60424 -0.06674
O1 -0.08637 4.41240 0.47771
S1 0.12906 2.97721 0.13647
C1 -0.64152 2.79179 -1.50987
C2 -0.33241 3.74592 -2.46266
C3 -1.00362 3.76229 -3.67656
C4 -2.00432 2.83673 -3.91589
C5 -2.33374 1.90120 -2.94410
C6 -1.66099 1.85716 -1.72724
P1 -2.03105 0.58331 -0.42912
C7 -2.68061 1.64573 0.90496
C8 -2.31729 1.34600 2.21318
C9 -2.76647 2.13392 3.26322
C10 -3.57590 3.22908 3.00714
C11 -3.93146 3.54318 1.70059
C12 -3.48280 2.75786 0.65184
C13 -3.52899 -0.24979 -1.08122
C14 -3.31244 -1.20588 -2.07928
C15 -4.36237 -1.94016 -2.59994
C16 -5.64908 -1.74920 -2.10652
C17 -5.87114 -0.81905 -1.10582
C18 -4.81762 -0.06523 -0.59802
C19 1.86641 2.90454 -0.36597
C20 2.44152 4.12951 -0.65445
C21 3.78120 4.20574 -1.01119
C22 4.54354 3.05495 -1.04369
C23 3.97869 1.83654 -0.68715
C24 2.63493 1.73111 -0.33451
P2 1.94047 0.13994 0.30806
C25 3.34413 -0.99605 -0.04365
C26 3.52910 -1.40040 -1.36741
C27 4.51525 -2.31485 -1.69798
C28 5.31423 -2.86425 -0.70187
C29 5.13412 -2.47518 0.61675
C30 4.16175 -1.53599 0.94424
C31 2.05721 0.39120 2.10635
C32 1.34119 -0.51643 2.88827
C33 1.29225 -0.37251 4.26377
C34 1.93911 0.69924 4.86986
C35 2.64562 1.60750 4.09722
C36 2.70882 1.45470 2.71782
H1 0.42063 4.49264 -2.25141
H2 -0.75521 4.50205 -4.42626
H3 -2.54161 2.84808 -4.85528
H4 -3.13143 1.19322 -3.12830
H5 -1.65905 0.50401 2.39655
H6 -2.47849 1.89457 4.27849
H7 -3.92148 3.84868 3.82446
H8 -4.54611 4.41027 1.49731
H9 -3.74483 3.01671 -0.36797
H10 -2.29847 -1.36319 -2.43705
H11 -4.18106 -2.66928 -3.37984
H12 -6.47286 -2.33314 -2.49582
H13 -6.86717 -0.67835 -0.70635
H14 -4.99897 0.65350 0.18916
H15 1.83374 5.02031 -0.56561
H16 4.22541 5.16393 -1.24736
H17 5.59037 3.10431 -1.31482
H18 4.59478 0.94866 -0.66345
H19 2.88553 -0.98933 -2.13905
H20 4.65713 -2.60912 -2.73048
H21 6.07556 -3.58998 -0.95628
H22 5.75716 -2.89551 1.39567
H23 4.03424 -1.22770 1.97424
H24 0.84009 -1.33421 2.37876
H25 0.73717 -1.08634 4.85890
H26 1.88600 0.82815 5.94302
H27 3.14421 2.44403 4.56955
H28 3.25947 2.17590 2.12598
I1 -2.82374 -2.47503 2.40440
I2 -5.10898 -1.32806 3.25217
O2 -0.50373 -3.56376 1.50277
S2 -0.14329 -3.13982 0.09774
C37 -1.09395 -4.24841 -1.00470
C38 -0.19267 -5.42381 -1.40417
C39 0.97443 -5.46548 -0.41250
C40 1.39854 -4.01416 -0.25500
H29 -1.46565 -3.66466 -1.84484
H30 -1.93790 -4.54787 -0.38379
H31 0.20497 -5.26142 -2.40810
H32 -0.75301 -6.35766 -1.42074
H33 1.79321 -6.08382 -0.78177
H34 0.65159 -5.86129 0.55141
H35 1.80137 -3.60252 -1.18095
H36 2.08438 -3.80464 0.56463

Output
* spin multiplicity: 1
* energy above the lowest of the compared OMol25 structures with the same formula, charge and spin: 8.05 kJ/mol
* net charge: 0
* electronic energy: -3898.7252 Eh
* maximum force: 0.89 eV/A
* Kohn-Sham gap: 6.71 eV

Results of the Löwdin charge analysis, in e, for atoms 1 through 4: number 1, Pd, carries 0.064; number 2, O, carries -0.496; number 3, S, carries 0.949; number 4, C, carries -0.342



The following is a DFT calculation (the ωB97M-V functional and the def2-TZVPD basis) of a cluster of 2 separate species, C3H8O2 in total.

CARTESIAN COORDINATES (ANGSTROEM)
C1 -1.73845 2.67063 1.18602
O1 -0.69451 3.35346 0.51971
H1 -2.62344 3.29101 1.04508
H2 -2.00222 1.69402 0.76309
H3 -1.50290 2.53003 2.23066
H4 -0.30293 2.86614 -0.20916
C2 1.47280 -1.53843 -1.51639
C3 1.18920 -2.54555 -0.69984
O2 0.19479 -2.44835 0.22379
H5 2.44237 -1.11315 -1.74458
H6 0.68781 -0.93904 -1.96424
H7 1.73326 -3.47532 -0.56209
H8 0.07982 -3.27187 0.70721

Output
* spin multiplicity: 1
* energy above the lowest of the compared OMol25 structures with the same formula, charge and spin: 274.80 kJ/mol
* net charge: 0
* SMILES: C=CO.CO
* electronic energy: -269.4902 Eh
* maximum force: 1.50 eV/A
* Kohn-Sham gap: 9.35 eV

Results of the Löwdin charge analysis, in e, for atoms 1 through 4: number 1, C, carries -0.168; number 2, O, carries -0.124; number 3, H, carries 0.073; number 4, H, carries 0.078



The following is a DFT calculation (the ωB97M-V functional and the def2-TZVPD basis) of the molecule C4H9N.

CARTESIAN COORDINATES (ANGSTROEM)
C1 -0.19694 -2.10577 0.15319
N1 -0.01330 -0.70302 -0.54818
C2 0.06487 0.19980 0.50720
C3 0.07340 2.21140 -0.83044
C4 0.54680 1.62335 0.31601
H1 -0.88677 -1.92401 0.93336
H2 -0.67081 -2.78130 -0.57248
H3 0.73905 -2.47062 0.66319
H4 -0.60692 -0.86977 -1.30990
H5 0.68868 -0.40164 1.19702
H6 -0.96454 0.30863 0.95488
H7 0.48479 3.21513 -1.03727
H8 -0.24845 1.54231 -1.63321
H9 0.99014 2.15552 1.20661

Output
* spin multiplicity: 1
* energy above the lowest of the compared OMol25 structures with the same formula, charge and spin: 235.71 kJ/mol
* net charge: 0
* SMILES: C=CCNC
* electronic energy: -212.4614 Eh
* maximum force: 5.56 eV/A
* Kohn-Sham gap: 9.69 eV

Results of the Löwdin charge analysis, in e, for atoms 1 through 4: number 1, C, carries -0.086; number 2, N, carries -0.122; number 3, C, carries -0.358; number 4, C, carries -0.013



The following is a DFT calculation (the ωB97M-V functional and the def2-TZVPD basis) of a structure of composition C3H6N2OS.

CARTESIAN COORDINATES (ANGSTROEM)
C1 2.16589 -0.72202 -0.11617
C2 -0.66028 0.06441 -0.06240
C3 -2.04056 0.65947 -0.11093
H1 2.19455 -0.99805 1.21031
H2 3.32178 -1.07693 -0.25209
H3 1.44553 -1.31483 -0.77896
H4 2.15442 1.43099 -0.22724
H5 -0.35559 -1.09589 0.47196
H6 -4.46723 0.15700 0.51894
N1 1.58472 0.70650 -0.20501
N2 0.31898 0.92753 -0.21249
O1 -2.21773 1.84889 -0.03368
S1 -3.44446 -0.58706 -0.20225

Output
* spin multiplicity: 1
* energy above the lowest of the compared OMol25 structures with the same formula, charge and spin: 515.07 kJ/mol
* net charge: 0
* electronic energy: -700.6930 Eh
* maximum force: 6.89 eV/A
* Kohn-Sham gap: 9.24 eV

Results of the Löwdin charge analysis, in e, for atoms 1 through 4: number 1, C, carries -0.090; number 2, C, carries -0.184; number 3, C, carries -0.766; number 4, H, carries 0.148